[1]
DFT (ωB97M-V/def2-TZVPD) results for 2 unconnected molecules or ions with the total composition C6H12N2O.

Values from the calculation:
E_LUMO, eV: 0.7
Frontier orbital gap, eV: 9.1
M, g/mol: 128.17
Energy, Eh: -420.54657
Strongest force on any atom, eV/A: 1.181

Geometry as ORCA input:
```
! RIJCOSX wB97M-V def2-TZVPD def2/J DEFGRID3
* xyz 0 1
C -0.1185 -1.5526 0.8061
C -0.6675 -0.6902 -0.0719
C -1.0354 -1.1735 -1.4458
N -0.9264 0.6302 0.2098
C -0.5039 1.1576 1.4857
C -0.9891 1.6020 -0.8579
H 0.1343 -1.2938 1.8181
H -0.0630 -2.5996 0.5658
H -0.9009 -2.2494 -1.5056
H -2.0758 -0.9446 -1.6701
H -0.4055 -0.7095 -2.2036
H -0.8998 0.5361 2.2882
H -0.9050 2.1623 1.6057
H 0.5884 1.2049 1.5802
H -1.4109 2.5272 -0.4668
H -1.6354 1.2536 -1.6594
H 0.0020 1.8245 -1.2741
N 2.5449 -0.9025 -0.1205
C 3.3787 -0.1466 0.2575
O 4.2843 0.5416 0.4863
H 1.6045 -1.1776 0.1721
*
```

---

[2]
DFT (ωB97M-V/def2-TZVPD) results for 2 unconnected molecules or ions with the total composition C6H12N2O.

Values from the calculation:
E_LUMO, eV: 0.8
Frontier orbital gap, eV: 8.7
M, g/mol: 128.17
Energy, Eh: -420.48821
Strongest force on any atom, eV/A: 6.582

Geometry as ORCA input:
```
! RIJCOSX wB97M-V def2-TZVPD def2/J DEFGRID3
* xyz 0 1
N -2.0274 -0.7402 -2.0152
C -2.2202 -0.0630 -0.7521
C -1.3806 -0.4434 0.5013
C 0.0606 -0.2838 0.2498
C 1.0279 -1.3689 0.5002
C 2.2217 -0.9320 -0.0400
N 2.0445 0.4029 -0.5840
C 0.7329 0.7656 -0.4244
H -1.1184 -0.4469 -2.4814
H -2.0761 -1.6920 -1.9616
H -3.4178 -0.1843 -0.7122
H -2.1172 1.0513 -0.9430
H -1.7199 -1.4677 0.8686
H -1.7817 0.3333 1.2873
H 0.9038 -2.1730 1.1800
H 3.1344 -1.3303 -0.1326
H 2.6793 1.0675 -0.7148
H 0.3222 1.8070 -0.4215
O 1.8695 1.7190 2.1280
H 1.4669 1.7034 2.9006
H 1.3956 2.2757 1.5671
*
```

---

[3]
DFT (ωB97M-V/def2-TZVPD) results for 2 unconnected molecules or ions with the total composition C6H12N2O.

Values from the calculation:
E_LUMO (alpha / beta), eV: -0.2 / -0.2
Frontier orbital gap (alpha / beta), eV: 8.1 / 8.1
M, g/mol: 128.17
Energy, Eh: -420.37236
Strongest force on any atom, eV/A: 4.510

Geometry as ORCA input:
```
! RIJCOSX wB97M-V def2-TZVPD def2/J DEFGRID3
* xyz 0 1
C -1.8749 0.3580 0.6425
C -1.4500 -1.1368 0.5015
C -1.3657 1.1980 -0.5779
C 0.0449 -1.3615 0.3667
C 0.1489 1.0972 -0.5417
C 0.5142 -0.3126 -0.7250
N 3.1255 0.7858 -0.3613
N 2.6251 -0.2277 0.1415
O 2.9987 -1.1171 0.9351
H -2.9762 0.3383 0.8405
H -1.6146 0.8131 1.5795
H -1.8705 -1.7688 1.3382
H -1.9254 -1.4964 -0.5198
H -1.7778 0.5971 -1.5286
H -1.7618 2.2940 -0.7436
H 0.6350 -1.2908 1.2628
H 0.4017 -2.3775 0.0838
H 0.6992 1.7782 -1.3396
H 0.3576 1.3834 0.4425
H 0.9761 -0.5255 -1.7503
H 4.0902 0.9714 -0.0467
*
```

---

[4]
DFT (ωB97M-V/def2-TZVPD) results for 2 unconnected molecules or ions with the total composition C6H12N2O.

Values from the calculation:
E_LUMO, eV: 0.2
Frontier orbital gap, eV: 9.0
M, g/mol: 128.17
Energy, Eh: -420.48455
Strongest force on any atom, eV/A: 4.878

Geometry as ORCA input:
```
! RIJCOSX wB97M-V def2-TZVPD def2/J DEFGRID3
* xyz 0 1
H 0.0162 -2.3693 0.1925
N -0.5860 -1.6396 0.5704
C -0.2432 -0.4416 0.2537
C 1.1882 -0.2006 -0.6061
C 0.9526 -0.6057 -2.0591
C -1.2740 0.5064 -0.3656
N -2.4492 -0.1015 -0.6243
O -1.0493 1.6791 -0.5872
H 1.5221 0.8360 -0.6002
H 1.9219 -0.8534 -0.1332
H 1.9014 -0.6047 -2.5949
H 0.5156 -1.6022 -2.1426
H 0.2923 0.1030 -2.5559
H -3.2519 0.4558 -0.8667
H -2.5861 -1.0352 -0.2695
C 0.0115 0.5329 2.2245
C 1.0163 1.3546 1.7928
H 0.2467 -0.2914 2.8843
H -0.9903 0.9263 2.3258
H 0.7922 2.2617 1.2454
H 2.0530 1.0895 1.9158
*
```

---

[5]
DFT (ωB97M-V/def2-TZVPD) results for C6H12N2O in the gas phase.

Values from the calculation:
E_LUMO (alpha / beta), eV: 0.7 / -3.9
Frontier orbital gap (alpha / beta), eV: 3.1 / 6.7
M, g/mol: 128.17
Energy, Eh: -420.24014
Strongest force on any atom, eV/A: 4.492

Geometry as ORCA input:
```
! RIJCOSX wB97M-V def2-TZVPD def2/J DEFGRID3
* xyz 0 3
C 0.2157 1.5668 -0.8975
C -1.4923 -0.0375 0.0642
C 0.6913 0.3688 -1.6356
C -0.6413 -1.2897 -0.3113
C -0.3442 0.9442 0.3804
C 0.9189 -0.5147 1.9633
N 0.6840 -0.6339 -0.5837
N 0.8165 0.1601 0.5962
O 1.9832 -1.3558 2.1156
H 1.0348 2.2406 -0.5199
H -0.2937 2.2243 -1.6543
H -2.2156 0.2806 -0.5755
H -2.0947 -0.3307 0.9958
H -0.1405 0.0680 -2.2170
H 1.6400 0.3827 -2.1152
H -0.4819 -1.9263 0.5404
H -0.8548 -1.8586 -1.2229
H -0.5689 1.7505 1.0085
H 0.0199 -1.0351 2.3626
H 1.2186 0.2673 2.6855
H 1.9106 -1.8971 1.3085
*
```

---

[6]
DFT (ωB97M-V/def2-TZVPD) results for a molecular structure, C6H12N2O3SSi2.

Values from the calculation:
E_LUMO, eV: 0.1
Frontier orbital gap, eV: 10.7
M, g/mol: 248.41
Energy, Eh: -1548.18924
Strongest force on any atom, eV/A: 4.761

Geometry as ORCA input:
```
! RIJCOSX wB97M-V def2-TZVPD def2/J DEFGRID3
* xyz 0 1
C -1.5876 -3.1137 -1.3041
C -2.3674 -1.4764 -2.6960
C -1.6197 0.2014 1.5230
C 1.8807 0.9365 2.5379
C -1.9994 -1.7915 -1.3314
C -0.4170 -0.5521 0.8063
N -1.3523 -4.2186 -1.2007
N -2.5814 -1.0338 -3.7275
O 0.6555 -1.3103 -1.4676
O -0.8405 0.6603 -1.4790
O 1.5524 1.4888 -0.1077
Si 1.8771 2.4043 -1.4314
Si 1.4288 0.2234 0.8620
S -0.4953 -0.6408 -0.9662
H -1.4653 1.1466 0.9079
H -1.3016 0.4033 2.5559
H -2.4409 -0.4463 1.3518
H 1.8587 0.1618 3.4185
H 2.9601 1.0942 2.6630
H 1.2031 1.7930 2.8085
H -2.8350 -1.6452 -0.5704
H -0.3736 -1.5810 1.2232
H 2.6825 3.3110 -0.5763
H 2.6164 1.5897 -2.5106
H 0.8236 3.3773 -1.8628
H 2.1379 -0.9819 0.5738
*
```

---

[7]
DFT (ωB97M-V/def2-TZVPD) results for C6H12N2O4 in the gas phase.

Values from the calculation:
E_LUMO, eV: -0.3
Frontier orbital gap, eV: 10.9
M, g/mol: 176.17
Energy, Eh: -646.05968
Strongest force on any atom, eV/A: 7.581

Geometry as ORCA input:
```
! RIJCOSX wB97M-V def2-TZVPD def2/J DEFGRID3
* xyz 0 1
C 0.8006 1.4943 1.2632
C -0.2190 0.3197 1.2765
C -1.6465 0.7620 1.8423
C -0.5015 -0.2593 -0.1317
C 0.8478 -0.6060 -1.0983
C 0.5067 -1.4351 -2.3615
N 1.7071 -1.4169 -0.1590
O 2.7101 -0.9139 0.3014
O 1.3220 -2.5657 -0.0599
N -1.3999 0.7026 -0.8705
O -2.4763 0.3199 -1.2045
O -0.8985 1.7077 -1.2675
H 0.5852 2.2605 2.0236
H 1.8251 1.1659 1.1918
H 0.5327 2.0414 0.3923
H 0.2036 -0.5272 1.9122
H -1.7415 1.8157 1.5401
H -2.3924 0.2173 1.4913
H -1.4717 0.8068 2.9944
H -0.9387 -1.2384 0.0735
H 1.3529 0.4115 -1.2071
H -0.5675 -1.4240 -2.6747
H 0.7400 -2.4844 -2.0317
H 1.1197 -1.1543 -3.2362
*
```

---

[8]
DFT (ωB97M-V/def2-TZVPD) results for C6H12N2O4S in the gas phase.

Values from the calculation:
E_LUMO, eV: 0.0
Frontier orbital gap, eV: 9.6
M, g/mol: 208.24
Energy, Eh: -1044.39762
Strongest force on any atom, eV/A: 5.423

Geometry as ORCA input:
```
! RIJCOSX wB97M-V def2-TZVPD def2/J DEFGRID3
* xyz 0 1
N 2.2006 1.7890 0.3406
C 2.2525 0.3670 -0.1036
C 3.1702 -0.7402 0.3479
O 3.3808 -1.6816 -0.6777
C 0.9043 -0.2548 -0.2825
O 0.8655 -1.3924 -0.7115
N -0.1964 0.4347 -0.0532
C -1.5869 -0.0635 -0.2927
C -2.1892 -0.8848 0.7578
S -3.7157 -1.8330 0.1608
C -2.4394 1.2615 -0.3145
O -2.0344 2.3111 0.1002
O -3.5825 1.1480 -0.9970
H 3.0901 2.3204 0.0072
H 2.3804 1.8731 1.3838
H 2.4953 0.2604 -1.2110
H 2.6241 -1.0457 1.1231
H 4.1710 -0.1928 0.8030
H 2.3374 -1.6663 -1.0306
H -0.1808 1.3963 0.2462
H -1.7248 -0.5534 -1.2779
H -1.4656 -1.6692 1.0498
H -2.2116 -0.4986 1.8847
H -4.7583 -1.0360 0.5435
H -3.7867 0.3509 -1.7966
*
```

---

[9]
DFT (ωB97M-V/def2-TZVPD) results for a molecular structure, C6H12N2PSW.

Values from the calculation:
E_LUMO (alpha / beta), eV: -4.2 / -4.0
Frontier orbital gap (alpha / beta), eV: 6.0 / 7.0
M, g/mol: 359.06
Energy, Eh: -1151.53878
Strongest force on any atom, eV/A: 2.980

Geometry as ORCA input:
```
! RIJCOSX wB97M-V def2-TZVPD def2/J DEFGRID3
* xyz 1 3
C 0.8848 -0.1405 -2.1385
C 1.9829 0.5177 -2.7080
C 2.5939 1.6789 -2.2218
C 2.1436 2.2865 -1.0382
C 1.1076 1.8065 -0.2406
W 0.9405 -0.1637 -0.1821
P -0.3966 -2.2595 -0.6983
H 0.3158 -0.8070 -2.7809
H 2.3926 0.1675 -3.6684
H 3.3867 2.1645 -2.8201
H 0.6416 2.5070 0.4403
H 2.6240 3.2448 -0.7894
H -0.3341 -3.3551 0.2636
H -0.1859 -3.0213 -1.9156
H -1.8336 -2.1189 -0.8271
N -2.0173 0.6443 3.3354
C -1.8219 -0.1998 2.3179
N -2.2843 -1.4482 2.4124
S -1.0218 0.3919 0.8837
H -2.5422 0.3631 4.1522
H -1.6426 1.5842 3.3024
H -2.1199 -2.1403 1.6858
H -2.8137 -1.7027 3.2351
*
```

---

[10]
DFT (ωB97M-V/def2-TZVPD) results for 2 unconnected molecules or ions with the total composition C6H12N2Si.

Values from the calculation:
E_LUMO, eV: -1.2
Frontier orbital gap, eV: 6.8
M, g/mol: 140.26
Energy, Eh: -634.66289
Strongest force on any atom, eV/A: 5.523

Geometry as ORCA input:
```
! RIJCOSX wB97M-V def2-TZVPD def2/J DEFGRID3
* xyz 0 1
C 2.0286 -0.1068 3.0471
C 1.9845 -0.0894 1.6655
C 0.0864 0.6604 2.5057
C -2.5318 0.3330 -1.4747
C -0.3807 -1.7239 -1.5968
C 0.7111 1.0722 -0.8715
N 0.8260 0.3625 3.5307
N 0.7513 0.4295 1.3820
Si -0.7771 0.1591 -1.8846
H 2.8814 -0.0338 3.6851
H 2.8155 -0.3271 1.0177
H -0.8920 0.8533 2.6174
H -2.7785 -0.0994 -0.5245
H -2.8590 1.3248 -1.6974
H -2.7481 -0.3001 -2.2990
H -0.7814 -1.9455 -0.6675
H -0.7915 -2.3537 -2.3438
H 0.6759 -1.8991 -1.2748
H 1.6715 0.7486 -1.2698
H 0.6339 2.0626 -0.4226
H -0.5260 0.8730 -3.1243
*
```

---

[11]
DFT (ωB97M-V/def2-TZVPD) results for a gas-phase ion, C6H12N3O2 (charge +1).

Values from the calculation:
E_LUMO, eV: -5.3
Frontier orbital gap, eV: 8.3
M, g/mol: 158.18
Energy, Eh: -550.21742
Strongest force on any atom, eV/A: 3.841

Geometry as ORCA input:
```
! RIJCOSX wB97M-V def2-TZVPD def2/J DEFGRID3
* xyz 1 1
C 2.8412 0.8545 1.0840
C 1.5626 0.7713 0.2810
C 0.8594 2.1934 0.2890
N 1.8966 0.4170 -1.1070
N 1.3178 -0.6032 -1.4625
C 0.4519 -1.0225 -0.4204
O -0.3247 -2.0150 -0.6998
C -1.5975 -2.2362 -0.0277
C -2.7008 -1.1972 -0.5427
N -2.0641 0.0407 -0.7322
O 0.5447 -0.2701 0.6197
H 3.3897 1.7175 0.7857
H 3.3048 -0.1036 1.3664
H 2.6600 1.2276 2.1421
H 1.3324 3.0623 -0.2335
H 0.7440 2.4410 1.3055
H -0.1433 2.0290 -0.1298
H -1.4339 -2.3212 1.0634
H -1.7268 -3.2904 -0.2197
H -3.0758 -1.5543 -1.5751
H -3.6518 -1.2866 0.0963
H -1.9435 0.2727 -1.7464
H -2.2429 0.8733 -0.1365
*
```

---

[12]
DFT (ωB97M-V/def2-TZVPD) results for a molecular structure, C6H12N3OS2.

Values from the calculation:
E_LUMO (alpha / beta), eV: -4.2 / -4.2
Frontier orbital gap (alpha / beta), eV: 8.1 / 8.1
M, g/mol: 206.32
Energy, Eh: -1271.26306
Strongest force on any atom, eV/A: 5.927

Geometry as ORCA input:
```
! RIJCOSX wB97M-V def2-TZVPD def2/J DEFGRID3
* xyz 1 1
C -0.5018 -4.3549 0.5632
C -1.0305 -2.1638 1.0061
C -1.5136 0.9734 2.7217
C 0.9147 1.4578 -0.2357
C 0.7559 0.7807 -1.6520
C 0.7674 0.3344 0.8969
N -0.2965 -3.6025 -0.4762
N -0.5143 -2.3113 -0.1597
N -0.4597 -0.0906 -1.7848
O -1.8088 0.4168 0.1619
S -1.0535 -3.5168 2.0067
S -1.0920 0.0794 1.3795
H -0.5781 -5.4379 0.3124
H -2.5676 1.2514 2.8927
H -0.8028 1.2112 3.4201
H 1.7897 1.9599 -0.1771
H 0.0951 2.1882 -0.1284
H 1.6378 0.0349 -1.7928
H 0.7632 1.5393 -2.4537
H 1.2444 0.6522 1.7095
H 1.2385 -0.5455 0.4877
H -0.5116 -0.5090 -2.7085
H -1.3589 0.2578 -1.5355
H -0.4324 -0.8536 -1.0508
*
```

---

What is the energy in the sixth record? -1548.18924 Eh